(1)
{"formula": "C18H56AsF6O10", "method": "wB97M-V/def2-TZVPD", "symbols": ["As", "F", "F", "F", "F", "F", "F", "O", "O", "O", "O", "O", "O", "O", "O", "O", "O", "C", "C", "C", "C", "C", "C", "C", "C", "C", "C", "C", "C", "C", "C", "C", "C", "C", "C", "H", "H", "H", "H", "H", "H", "H", "H", "H", "H", "H", "H", "H", "H", "H", "H", "H", "H", "H", "H", "H", "H", "H", "H", "H", "H", "H", "H", "H", "H", "H", "H", "H", "H", "H", "H", "H", "H", "H", "H", "H", "H", "H", "H", "H", "H", "H", "H", "H", "H", "H", "H", "H", "H", "H", "H"], "xyz": [[0.409191, 0.166904, -0.222200], [1.204610, 1.564398, 0.475381], [0.040128, -0.373138, 1.402038], [1.912786, -0.697849, -0.122328], [-0.419615, -1.215718, -0.921937], [-1.110839, 1.022053, -0.327300], [0.847554, 0.718598, -1.822646], [1.541213, -1.415676, 3.545380], [-5.162393, -1.593649, 0.321661], [2.535120, 3.565798, -0.865152], [5.268896, -1.411639, -2.870830], [2.580586, 4.706750, 4.951800], [0.628716, -4.787588, -2.419610], [-1.387179, 3.762585, -1.651811], [-2.035990, 1.202669, 5.470478], [-1.347398, 1.317469, -5.022564], [-1.903028, -4.083760, -1.333908], [1.200715, -4.136572, -0.129507], [-2.414019, -0.807747, -5.250482], [-3.937238, -0.870189, 0.479741], [2.933916, -4.534906, -1.882104], [0.560454, 4.740744, 3.611301], [1.538312, -4.034405, -1.606634], [2.344850, -2.588158, 3.472357], [-2.639545, 0.556760, -3.138068], [-1.703956, 0.157141, -4.289270], [-0.843475, 4.626951, -0.660605], [-3.377575, -1.168291, 1.858761], [2.601795, 3.469020, 2.895616], [-2.855933, -3.899212, -2.370475], [-4.187169, 0.595652, 0.203507], [-1.202047, 0.167042, 4.917872], [4.351268, -0.910900, -1.912566], [1.768973, 3.939804, 4.084555], [3.933926, 3.645062, -0.718786], [-4.044632, -0.873301, 2.672156], [-1.732804, -1.451207, -5.808049], [1.423193, 3.022173, 4.575654], [0.911927, 5.672694, 3.159728], [3.352623, -0.820085, -2.354772], [4.416068, 2.759494, -1.143876], [4.295613, 3.852455, 0.293314], [-5.281987, -1.699415, -0.628970], [-2.026126, 1.989775, -4.951885], [-2.948621, -4.834358, -2.922519], [-0.859908, -0.403522, -3.885845], [3.252458, 2.675260, 3.261984], [2.201404, -3.203340, 4.358509], [2.058749, -4.010696, 0.533203], [-3.787100, -3.478448, -1.993010], [-1.160857, 2.866442, -1.369841], [-3.075660, -0.268711, -5.928945], [-0.297566, -4.632492, -2.161726], [-4.943791, 0.993249, 0.886826], [-0.041048, 4.177943, 2.898337], [4.276568, -1.537982, -1.024557], [2.043693, -3.133048, 2.575802], [-0.945638, 0.461045, 3.900091], [4.622933, 0.123550, -1.713357], [-3.164843, -1.216337, -0.219391], [-3.295952, -2.260625, 1.922835], [-1.186344, 5.637392, -0.890003], [3.263622, -4.431156, -2.921220], [-0.386849, 0.086615, 5.627721], [3.142604, -5.555774, -1.561091], [2.040363, 5.081337, 5.651383], [-1.058361, 4.311501, 0.362826], [-1.822697, -3.225322, -0.891658], [-2.894211, 1.217684, 5.041177], [4.295268, 4.494291, -1.305525], [3.421771, -2.409980, 3.373589], [-2.718792, -0.295862, -2.457069], [-4.568322, 0.696486, -0.815866], [0.722190, -5.072782, 0.166888], [-0.109541, 5.048362, 4.421067], [-2.507146, -3.202494, -3.149641], [0.493757, -3.366687, 0.186083], [3.098003, 4.330555, 2.442241], [-3.319130, 1.239556, 0.329711], [2.211887, 2.834284, -0.313599], [3.652774, -3.877570, -1.376993], [-3.052420, -1.518096, -4.706476], [0.247886, 4.687085, -0.762682], [2.051499, 3.040972, 2.059708], [5.086247, -2.319929, -3.113358], [-2.256125, 1.375709, -2.538715], [1.474308, -1.110088, 2.626189], [-1.713422, -0.797973, 4.854152], [-2.355674, -0.849282, 2.059759], [-3.629183, 0.778075, -3.546147], [1.451733, -2.993430, -1.935817]], "forces_ev_per_a": [[0.29, -0.11, -0.73], [-0.36, -0.10, 0.02], [-0.21, 0.08, -0.43], [-0.24, -0.15, 0.03], [0.24, 0.07, 0.31], [0.39, 0.14, 0.26], [-0.29, -0.17, 0.63], [0.59, -0.17, -0.17], [0.32, -0.25, -0.24], [0.09, 0.08, 0.50], [0.71, 0.23, -0.11], [0.55, 0.05, 0.02], [0.10, -0.39, -0.15], [-0.11, -0.14, 0.47], [-0.08, -0.13, 0.34], [1.22, -0.18, -0.23], [-0.34, 0.37, -0.01], [-0.49, 0.28, 0.88], [-0.46, -0.65, 0.42], [0.77, 0.60, 0.43], [1.13, 0.58, -0.28], [-0.01, 0.39, 0.21], [-0.59, -0.31, -0.37], [-0.16, -0.03, -0.47], [0.32, -0.89, -0.13], [-1.58, -0.02, -0.07], [0.84, 0.25, -0.65], [-0.16, -1.17, 0.30], [0.11, 0.26, 0.15], [0.50, 0.46, -0.85], [-0.37, 0.41, 0.14], [-0.95, 0.50, -0.04], [-0.85, 0.02, -0.80], [-1.09, -0.54, -0.91], [0.32, 0.31, -0.60], [-0.01, 0.24, -0.11], [0.17, 0.36, -0.22], [-0.09, 0.14, 0.28], [-0.01, -0.11, -0.24], [-0.06, -0.24, 0.13], [0.14, -0.08, 0.27], [-0.25, -0.36, 0.19], [-0.21, 0.01, 0.14], [-0.18, -0.05, 0.28], [-0.45, -0.16, 0.46], [0.53, 0.77, -0.06], [0.55, 0.33, -0.26], [-0.21, 0.05, 0.03], [0.22, 0.03, -0.27], [-0.28, -0.46, 0.05], [0.01, 0.02, -0.19], [0.13, 0.08, -0.09], [0.46, 0.26, 0.32], [-0.13, -0.21, -0.03], [0.09, -0.01, -0.07], [0.18, 0.23, 0.17], [0.05, -0.42, 0.17], [0.67, -0.19, 0.12], [0.35, -0.18, 0.40], [-0.21, -0.15, -0.22], [-0.17, 0.01, 0.09], [-0.38, -0.10, 0.33], [-0.58, -0.23, -0.17], [0.39, -0.06, -0.45], [-0.32, -0.05, 0.06], [-0.15, -0.08, 0.00], [-0.33, 0.13, -0.03], [0.32, -0.20, 0.02], [0.07, -0.13, -0.18], [-0.21, -0.02, -0.13], [-0.03, 0.37, 0.10], [-0.20, 0.03, 0.00], [0.06, 0.20, 0.01], [0.19, -0.25, -0.42], [0.11, -0.21, 0.16], [0.20, 0.11, 0.33], [-0.02, 0.13, -0.19], [0.51, -0.13, 0.31], [0.21, -0.27, -0.17], [0.00, 0.20, -0.36], [-0.17, -0.13, 0.36], [0.06, 0.16, 0.12], [-0.03, -0.20, 0.10], [-0.58, -0.09, 0.41], [-0.34, -0.07, 0.19], [0.03, 0.18, -0.20], [-0.27, 0.21, 0.44], [-0.05, 0.02, 0.16], [-0.13, 0.60, -0.34], [-0.04, 0.18, 0.13], [0.25, 0.09, 0.24]], "e_above_lowest_kcal_mol": 40.92, "max_force_ev_per_a": 1.58, "total_charge": -1, "gap_ev": 9.955, "homo_ev": -7.500}

***

(2)
{"formula": "C18H56F6O10P", "method": "wB97M-V/def2-TZVPD", "symbols": ["P", "F", "F", "F", "F", "F", "F", "O", "O", "O", "O", "O", "O", "O", "O", "O", "O", "C", "C", "C", "C", "C", "C", "C", "C", "C", "C", "C", "C", "C", "C", "C", "C", "C", "C", "H", "H", "H", "H", "H", "H", "H", "H", "H", "H", "H", "H", "H", "H", "H", "H", "H", "H", "H", "H", "H", "H", "H", "H", "H", "H", "H", "H", "H", "H", "H", "H", "H", "H", "H", "H", "H", "H", "H", "H", "H", "H", "H", "H", "H", "H", "H", "H", "H", "H", "H", "H", "H", "H", "H", "H"], "xyz": [[-17.026871, 17.958300, -12.225501], [-16.025511, 18.710239, -13.237077], [-15.791814, 17.684397, -11.187663], [-18.010950, 17.198256, -11.161339], [-16.679658, 16.548135, -12.869286], [-18.254237, 18.256960, -13.262913], [-17.347505, 19.406376, -11.540021], [-14.426423, 15.611006, -10.156014], [-20.219504, 18.168399, -9.031827], [-16.719273, 14.198627, -11.114925], [-12.283881, 16.174931, -13.770572], [-18.049434, 20.083046, -9.127382], [-13.159234, 18.492651, -12.681198], [-17.946343, 18.537674, -6.622720], [-15.376294, 19.998825, -15.451222], [-20.431543, 18.404679, -14.813323], [-13.075226, 23.540065, -11.640454], [-16.635778, 18.051216, -6.396747], [-20.968171, 19.225029, -11.054530], [-17.848227, 14.345559, -9.086344], [-22.407344, 17.770892, -9.735144], [-14.241969, 23.015826, -11.154298], [-18.227144, 21.422993, -9.592352], [-20.121918, 19.823081, -14.851144], [-16.845343, 18.672343, -16.783339], [-16.145214, 17.668194, -7.801831], [-14.546374, 21.690451, -11.790248], [-15.413195, 19.136474, -16.535039], [-13.408287, 15.311607, -13.907050], [-14.021310, 22.877530, -9.639770], [-17.776480, 13.607395, -10.436711], [-19.101359, 13.895795, -11.233623], [-14.500655, 18.005845, -16.197795], [-20.982701, 17.962838, -10.189909], [-16.729216, 16.838035, -5.393908], [-16.974609, 14.994520, -11.587122], [-13.775196, 23.827683, -9.165709], [-14.675463, 16.311376, -10.759095], [-14.267415, 20.844244, -11.162383], [-14.797492, 22.307077, -9.129643], [-15.873974, 18.609081, -8.280634], [-16.796621, 17.934052, -17.583755], [-22.797308, 18.739399, -9.422047], [-14.448521, 17.339573, -17.058882], [-17.559891, 19.560962, -9.767200], [-16.918575, 14.467872, -8.530567], [-18.885716, 21.901975, -8.867812], [-21.427495, 19.017702, -12.021036], [-17.610215, 12.539571, -10.294555], [-15.059275, 14.912909, -10.324501], [-19.150279, 13.381910, -12.193634], [-12.707413, 18.718425, -11.868103], [-22.472965, 17.135857, -8.851667], [-20.731822, 20.286088, -15.626854], [-15.548062, 19.478091, -14.663224], [-14.918347, 19.611835, -17.381946], [-14.088395, 18.597641, -12.476554], [-17.261382, 21.925697, -9.540282], [-15.209193, 17.119016, -7.903614], [-20.361997, 20.319628, -13.910989], [-14.110903, 15.539081, -13.105365], [-13.831451, 15.574651, -14.876504], [-17.530283, 19.459593, -17.098284], [-15.573141, 21.534114, -12.121010], [-17.334848, 17.170425, -4.550806], [-16.908099, 17.173716, -8.403173], [-12.615752, 16.971206, -13.349389], [-14.805290, 17.382974, -15.356760], [-19.941599, 13.461392, -10.691956], [-13.135977, 22.256949, -9.501321], [-23.028153, 17.278277, -10.483486], [-17.877102, 19.257812, -7.253765], [-13.493285, 18.360755, -15.980228], [-18.648111, 21.461141, -10.597058], [-17.293914, 18.192218, -15.913645], [-20.522967, 17.135451, -10.730445], [-13.136019, 24.429060, -11.283264], [-21.485412, 20.070871, -10.601653], [-19.954448, 19.539267, -11.302985], [-18.577759, 13.928386, -8.392201], [-18.247367, 15.349134, -9.233383], [-19.751461, 18.994898, -9.171252], [-19.261191, 14.969786, -11.328969], [-13.070061, 14.283879, -13.774807], [-15.847666, 16.565489, -4.813657], [-17.189749, 15.948806, -5.824366], [-14.023076, 21.523680, -12.731763], [-19.114798, 20.033652, -15.210977], [-15.962725, 18.806089, -5.990205], [-19.713093, 18.088929, -14.260403], [-15.104997, 23.658592, -11.327895]], "forces_ev_per_a": [[-0.84, -0.18, 1.22], [0.37, -0.17, 0.18], [-0.16, 1.15, -0.13], [0.08, 0.75, -0.67], [-0.28, -0.38, -0.98], [0.64, -0.65, 0.53], [0.33, -0.52, -0.05], [0.82, -0.01, 0.40], [0.22, 0.15, 0.50], [1.72, -0.69, -0.98], [0.49, -0.65, 0.00], [-0.59, 0.40, 0.58], [0.19, 0.18, -0.06], [-0.12, 0.17, 1.32], [0.01, 1.89, 0.49], [0.42, 1.50, -0.04], [1.07, 1.37, -1.14], [0.13, -2.18, -0.59], [0.47, -0.33, -0.87], [-1.02, -0.02, 0.53], [-0.42, -0.98, 0.28], [-1.56, -1.36, 1.72], [0.45, -0.53, 0.58], [-0.79, -0.42, -0.95], [0.24, -0.21, -0.88], [1.03, 0.42, -0.01], [-0.01, -1.22, -0.91], [-0.21, -0.65, 0.67], [0.58, 0.99, 0.33], [0.08, -0.83, -0.02], [-1.80, 1.88, 0.52], [0.34, -1.19, 0.88], [0.65, -1.38, -0.54], [-0.31, 1.13, -0.01], [-0.46, 1.23, 0.26], [-0.33, 0.13, -0.01], [-0.44, 0.12, 0.11], [-0.10, 0.07, -0.01], [-0.05, 0.00, 0.19], [-0.37, 0.47, 0.12], [-0.31, 0.21, -0.36], [-0.31, -0.16, -0.12], [-0.23, -0.03, -0.22], [0.21, -0.26, -0.09], [0.07, 0.04, -0.28], [0.26, -0.32, -0.38], [-0.12, 0.03, -0.19], [-0.23, 0.01, -0.06], [0.20, 0.00, -0.26], [-0.44, -0.30, -0.17], [0.44, 0.25, -0.21], [0.20, 0.02, 0.23], [0.28, -0.14, 0.05], [-0.42, -0.16, 0.05], [-0.04, 0.15, -0.05], [-0.60, 0.47, -0.25], [-0.48, 0.00, -0.01], [0.00, 0.29, -0.32], [-0.05, -0.43, 0.47], [0.29, -0.05, 0.14], [-0.34, -0.22, -0.08], [-0.46, -0.87, -0.07], [0.20, 0.20, 0.00], [-0.27, 0.24, 0.54], [-0.69, 0.08, -0.18], [-0.07, 0.00, 0.24], [0.08, 0.45, 0.10], [-0.35, 0.23, 0.14], [-0.15, 0.21, 0.29], [0.22, -0.04, -0.17], [-0.17, 0.36, -0.22], [-0.15, 0.13, -0.45], [-0.03, 0.09, -0.03], [0.02, 0.04, 0.01], [0.26, -0.02, 0.18], [-0.40, -0.23, -0.23], [0.87, 0.40, -0.28], [-0.07, -0.11, 0.24], [0.21, -0.06, 0.12], [-0.06, -0.47, 0.04], [0.20, 0.21, -0.32], [0.65, 0.05, 0.40], [0.10, -0.05, -0.10], [-0.19, -0.04, -0.42], [0.69, 0.01, -0.87], [0.06, 0.13, -0.15], [0.44, 0.37, 0.01], [0.32, -0.22, 0.54], [-0.05, 0.20, 0.27], [-0.11, -0.61, 0.08], [-0.03, 0.44, -0.16]], "e_above_lowest_kcal_mol": 33.57, "max_force_ev_per_a": 2.69, "total_charge": -1, "gap_ev": 9.518, "homo_ev": -7.118}